90
Properties=species:S:1:pos:R:3:mulliken_charge:R:1 method="wB97M-V/def2-TZVPD" charge=+1 e_lumo_ev="-1.841 / -2.088" total_energy_ev=-107707.5684 relative_energy_kcal_mol=3.2 spin_multiplicity=6
Mn -0.2848 1.3041 1.0527 2.474
C -2.8181 1.8417 3.6062 -0.870
C -2.1082 0.4950 3.5479 -0.971
N -1.8041 0.0037 2.1848 -0.103
C -2.9857 -0.3557 1.3756 -0.381
C -3.3028 0.6737 0.3025 -1.131
N -2.0971 0.9385 -0.4883 1.156
C -2.3369 1.7715 -1.6828 -0.638
C -1.9354 3.2323 -1.5342 -0.977
C -0.4272 3.4704 -1.5332 -0.608
N 0.2653 3.1386 -0.2748 -0.153
C 0.3238 4.2515 0.6929 -0.482
C -0.9601 4.4224 1.5044 -1.029
N -1.5849 3.1365 1.8745 0.007
C -1.9640 3.0616 3.2922 -0.908
H -3.1832 1.9592 4.6287 0.482
H -3.7163 1.8331 2.9793 0.268
H -2.7227 -0.2485 4.0674 0.542
H -1.1548 0.5737 4.0739 0.450
H -1.2603 -0.8464 2.3115 0.010
H -3.8615 -0.5209 2.0104 0.458
H -2.7724 -1.3025 0.8713 -0.254
H -3.6707 1.6082 0.7317 0.554
H -4.1110 0.2795 -0.3261 0.613
H -1.7840 0.0312 -0.8256 -0.875
H -3.3915 1.7047 -1.9709 0.467
H -1.7552 1.3401 -2.5008 0.196
H -2.4075 3.6855 -0.6592 0.195
H -2.3463 3.7682 -2.3934 0.500
H -0.2263 4.5164 -1.7899 0.433
H 0.0115 2.8569 -2.3252 0.328
H 1.2323 2.9210 -0.5030 -0.164
H 0.5492 5.1945 0.1819 0.548
H 1.1514 4.0367 1.3633 0.077
H -1.6820 5.0498 0.9753 0.383
H -0.6988 4.9627 2.4157 0.525
H -2.4249 3.0237 1.3189 -0.058
H -2.5095 3.9638 3.5924 0.564
H -1.0415 3.0235 3.8758 0.454
N 1.3428 -1.3444 -1.2971 -0.121
P -0.0188 -1.1437 -2.3501 0.453
C 0.5450 -2.1979 -3.7230 0.382
C 0.5185 -1.6705 -5.0102 -0.392
C 0.9300 -2.4405 -6.0913 -0.665
C 1.3741 -3.7362 -5.8847 -0.477
C 1.4062 -4.2691 -4.5999 -0.745
C 0.9888 -3.5061 -3.5238 -0.146
C -1.2367 -2.2411 -1.5175 0.321
C -0.9256 -3.1038 -0.4686 -0.210
C -1.9167 -3.8831 0.1161 -0.791
C -3.2255 -3.8099 -0.3418 -0.709
C -3.5462 -2.9491 -1.3847 -0.570
C -2.5588 -2.1624 -1.9600 -0.556
P 1.4797 -0.4950 0.1645 0.191
C 1.8315 -1.8036 1.3853 0.485
C 2.4906 -2.9717 1.0021 -0.474
C 2.7379 -3.9738 1.9264 -0.713
C 2.3301 -3.8194 3.2457 -0.653
C 1.6770 -2.6607 3.6361 -0.830
C 1.4250 -1.6558 2.7099 -0.295
C 3.0510 0.3932 -0.0259 0.834
C 3.1778 1.2543 -1.1183 -0.825
C 4.3172 2.0264 -1.2723 -0.448
C 5.3368 1.9500 -0.3313 -0.658
C 5.2181 1.0943 0.7518 -0.573
C 4.0788 0.3156 0.9073 -0.826
H 2.2092 -1.5644 -1.7738 0.510
H 0.1779 -0.6539 -5.1671 0.383
H 0.9054 -2.0267 -7.0905 0.410
H 1.6957 -4.3373 -6.7249 0.394
H 1.7495 -5.2833 -4.4432 0.421
H 0.9974 -3.9283 -2.5255 0.248
H 0.0940 -3.1708 -0.1083 0.555
H -1.6620 -4.5549 0.9260 0.468
H -3.9940 -4.4231 0.1102 0.410
H -4.5636 -2.8935 -1.7499 0.465
H -2.8146 -1.4884 -2.7729 0.354
H 2.8046 -3.1044 -0.0262 0.368
H 3.2512 -4.8756 1.6195 0.448
H 2.5241 -4.6025 3.9667 0.412
H 1.3657 -2.5336 4.6648 0.467
H 0.9442 -0.7385 3.0286 0.191
H 2.3888 1.3038 -1.8649 0.423
H 4.4127 2.6858 -2.1252 0.446
H 6.2237 2.5585 -0.4454 0.399
H 6.0111 1.0353 1.4851 0.433
H 3.9921 -0.3477 1.7589 0.511
O 3.0257 3.1392 2.4341 -0.539
S 2.2402 2.1751 3.2058 0.084
N 0.9889 1.6334 2.6500 -0.334